Here is C24H30N2O5 in the gas phase from OMol25. Energies are from wB97M-V/def2-TZVPD.

Geometry as ORCA input:
```
! wB97M-V def2-TZVPD RIJCOSX def2/J DEFGRID3
* xyz 0 1
C 1.989 1.382 4.179
C 1.346 0.488 3.130
O 2.356 0.139 2.204
C 2.028 -0.523 1.064
C 0.781 -1.095 0.841
C 0.519 -1.849 -0.301
C -0.803 -2.492 -0.551
O -0.906 -3.535 -1.166
N -1.855 -1.785 -0.049
C -3.217 -2.088 -0.077
C -3.732 -3.268 -0.582
C -5.102 -3.513 -0.573
C -5.629 -4.808 -1.112
C -5.947 -2.552 -0.047
C -5.449 -1.362 0.465
C -4.089 -1.118 0.457
O -3.484 0.024 0.940
C -4.306 1.034 1.470
C 1.536 -2.058 -1.223
C 2.762 -1.454 -1.039
C 3.022 -0.660 0.074
O 4.271 -0.106 0.102
C 4.539 1.056 0.862
C 3.607 2.252 0.633
O 3.209 2.893 1.591
N 3.273 2.577 -0.630
C 3.819 2.036 -1.855
C 2.696 1.544 -2.770
C 1.697 2.666 -3.037
C 1.178 3.206 -1.709
C 2.350 3.674 -0.851
H 2.756 0.832 4.717
H 1.237 1.728 4.882
H 2.447 2.233 3.682
H 0.540 1.031 2.617
H 0.929 -0.417 3.593
H 0.022 -1.000 1.602
H -1.662 -0.886 0.370
H -3.053 -3.999 -0.988
H -5.419 -5.617 -0.412
H -5.147 -5.053 -2.055
H -6.704 -4.758 -1.265
H -7.014 -2.721 -0.032
H -6.138 -0.635 0.866
H -5.002 1.419 0.718
H -4.868 0.680 2.339
H -3.632 1.832 1.778
H 1.343 -2.676 -2.085
H 3.555 -1.579 -1.760
H 4.518 0.846 1.936
H 5.558 1.342 0.579
H 4.510 1.224 -1.640
H 4.371 2.840 -2.364
H 3.129 1.187 -3.706
H 2.183 0.707 -2.292
H 0.870 2.293 -3.644
H 2.186 3.471 -3.591
H 0.493 4.039 -1.872
H 0.639 2.417 -1.180
H 2.014 4.026 0.125
H 2.879 4.490 -1.358
*
```

As for the largest force on an atom: 0.6 eV Å⁻¹. As for the SMILES: CCOc1cc(C(=O)Nc2cc(C)ccc2OC)ccc1OCC(=O)N1CCCCC1. As for the energy above the lowest of the compared OMol25 structures with the same formula, charge and spin: 45.06 kcal per mole. The value obtained for the molar mass is 426.51 g/mol.

Here are the Mulliken charges for atoms 1 to 6, given in e: atom 1 (C): -1.396, atom 2 (C): -0.420, atom 3 (O): -0.349, atom 4 (C): 0.773, atom 5 (C): -0.483, atom 6 (C): 0.034

=====

Here is 4 unconnected molecules or ions with the total composition C8H16Cl8 at a distorted geometry from OMol25. Energies are from wB97M-V/def2-TZVPD.

Geometry as ORCA input:
```
! wB97M-V def2-TZVPD RIJCOSX def2/J DEFGRID3
* xyz 0 1
Cl 0.281 -1.031 -1.519
C 1.386 -2.021 -2.418
C 2.540 -2.482 -1.434
Cl 3.309 -1.071 -0.701
H 1.709 -1.402 -3.256
H 0.858 -2.891 -2.810
H 3.351 -3.093 -1.830
H 2.191 -3.077 -0.591
Cl 5.024 1.998 9.059
C 5.235 2.241 7.360
C 3.984 1.689 6.658
Cl 2.492 2.692 7.143
H 6.186 1.761 7.128
H 5.246 3.325 7.253
H 3.720 0.633 6.624
H 4.101 1.892 5.593
Cl -3.667 -0.075 5.035
C -2.757 -1.564 5.033
C -3.740 -2.771 5.090
Cl -4.797 -2.904 3.598
H -2.075 -1.559 5.884
H -2.238 -1.597 4.075
H -4.418 -2.635 5.933
H -3.164 -3.691 5.194
Cl -2.264 0.611 -9.006
C -2.727 2.221 -9.600
C -3.468 2.164 -10.944
Cl -3.912 3.827 -11.417
H -1.840 2.804 -9.849
H -3.266 2.680 -8.771
H -4.414 1.643 -10.801
H -2.867 1.682 -11.716
*
```

As for the largest force on an atom: 2.0 eV Å⁻¹. As for the SMILES: ClCCCl.ClCCCl.ClCCCl.ClCCCl. As for the energy above the lowest of the compared OMol25 structures with the same formula, charge and spin: 28.91 kcal per mole. The value obtained for the molar mass is 395.84 g/mol.

Here are the Mulliken charges for atoms 1 to 6, given in e: atom 1 (Cl): -0.161, atom 2 (C): -0.364, atom 3 (C): -0.458, atom 4 (Cl): -0.175, atom 5 (H): 0.280, atom 6 (H): 0.277

=====

Here is C2H3N3 in the gas phase at a distorted geometry from OMol25. Energies are from wB97M-V/def2-TZVPD.

Geometry as ORCA input:
```
! wB97M-V def2-TZVPD RIJCOSX def2/J DEFGRID3
* xyz 0 1
C 1.072 0.189 -0.013
C -0.195 0.771 -0.033
N -1.018 -0.332 -0.040
N -0.284 -1.484 -0.039
N 0.927 -1.158 0.003
H 2.050 0.641 -0.036
H -0.543 1.742 0.011
H -2.009 -0.370 0.148
*
```

As for the largest force on an atom: 3.7 eV Å⁻¹. As for the SMILES: c1c[nH]nn1. As for the energy above the lowest of the compared OMol25 structures with the same formula, charge and spin: 21.25 kcal per mole. The value obtained for the molar mass is 69.07 g/mol.

Here are the Mulliken charges for atoms 1 to 6, given in e: atom 1 (C): -0.389, atom 2 (C): -0.150, atom 3 (N): 0.139, atom 4 (N): -0.475, atom 5 (N): -0.190, atom 6 (H): 0.392

=====

Here is a molecular structure, BrH10LiO5 at a distorted geometry from OMol25. Energies are from wB97M-V/def2-TZVPD.

Geometry as ORCA input:
```
! wB97M-V def2-TZVPD RIJCOSX def2/J DEFGRID3
* xyz 0 1
Li -2.785 0.467 0.431
Br -0.086 0.602 -0.255
O 0.483 3.459 1.535
H 0.766 3.059 2.344
H 0.023 2.625 1.269
O -1.008 -1.235 -2.375
H -0.274 -1.179 -3.146
H -0.674 -0.518 -1.713
O 3.530 -0.704 -0.414
H 3.651 -1.435 -0.980
H 2.625 -0.670 -0.289
O -3.203 -0.139 -1.055
H -2.346 -0.700 -1.314
H -3.909 -0.734 -1.473
O 1.374 -0.933 2.700
H 1.071 -0.279 2.139
H 0.765 -1.694 2.594
*
```

As for the largest force on an atom: 4.6 eV Å⁻¹. As for the energy above the lowest of the compared OMol25 structures with the same formula, charge and spin: 19.72 kcal per mole. The value obtained for the molar mass is 176.92 g/mol.

Here are the Mulliken charges for atoms 1 to 6, given in e: atom 1 (Li): 0.846, atom 2 (Br): -0.858, atom 3 (O): -0.582, atom 4 (H): 0.326, atom 5 (H): 0.255, atom 6 (O): -0.737

=====

Here is a molecular structure, C21H35ClN9O3SSc at a distorted geometry from OMol25. Energies are from wB97M-V/def2-TZVPD.

Geometry as ORCA input:
```
! wB97M-V def2-TZVPD RIJCOSX def2/J DEFGRID3
* xyz 2 1
Sc -0.135 -0.129 0.261
C 1.719 -1.616 -2.318
C 0.379 -2.061 -2.716
N -0.624 -2.324 -1.626
C -0.446 -3.624 -0.882
C 0.639 -3.489 0.116
C 1.340 -4.690 0.292
C 2.387 -4.706 1.175
C 2.727 -3.481 1.814
C 1.945 -2.392 1.633
C 2.258 -1.080 2.372
N 2.068 0.125 1.492
C 3.134 0.393 0.550
C 3.103 -0.537 -0.662
N 1.771 -0.621 -1.262
N 0.954 -2.346 0.715
H 2.215 -1.180 -3.226
H 2.393 -2.468 -1.998
H 0.293 -2.953 -3.389
H -0.097 -1.277 -3.377
H -1.550 -2.362 -2.051
H -0.217 -4.490 -1.589
H -1.391 -3.931 -0.413
H 0.968 -5.615 -0.231
H 3.001 -5.592 1.414
H 3.556 -3.449 2.509
H 3.346 -1.250 2.635
H 1.621 -0.963 3.253
H 2.058 0.886 2.177
H 4.169 0.296 1.083
H 3.167 1.433 0.220
H 3.405 -1.583 -0.396
H 3.843 -0.123 -1.399
H 1.620 0.255 -1.765
N -1.776 -1.777 1.402
N -3.111 -1.404 1.460
C -3.442 -0.407 0.667
N -4.597 0.248 0.916
N -2.480 0.048 -0.166
N -2.831 1.121 -0.936
O 0.143 1.679 -0.378
O -4.011 1.134 -1.260
H -1.651 -2.695 0.915
H -1.240 -1.663 2.270
H -3.646 -1.669 2.280
H -5.195 -0.281 1.574
H -5.032 0.749 0.116
Cl 1.715 2.277 -3.376
C 0.396 3.361 -3.151
C -0.353 3.631 -4.345
C -1.584 4.352 -4.354
C -2.153 4.526 -3.059
C -1.415 4.193 -1.881
C -0.145 3.576 -1.884
C 0.485 2.987 -0.597
H -0.005 3.011 -5.176
H -2.079 4.543 -5.277
H -3.215 4.657 -2.920
H -1.857 4.366 -0.906
H 1.561 3.052 -0.779
H 0.179 3.624 0.217
C -1.728 2.631 2.577
S -1.313 1.086 3.363
C 0.036 1.632 4.525
O -0.634 0.247 2.301
H -0.816 2.999 2.114
H -2.118 3.370 3.308
H -2.440 2.422 1.770
H -0.481 2.043 5.444
H 0.543 2.497 4.006
H 0.674 0.779 4.808
*
```

As for the largest force on an atom: 3.9 eV Å⁻¹. As for the energy above the lowest of the compared OMol25 structures with the same formula, charge and spin: 0.00 kcal per mole. The value obtained for the molar mass is 574.05 g/mol.

Here are the Mulliken charges for atoms 1 to 6, given in e: atom 1 (Sc): 0.377, atom 2 (C): -0.669, atom 3 (C): -1.179, atom 4 (N): 0.042, atom 5 (C): -2.493, atom 6 (C): 1.912

=====

Here is a molecular structure, C20H19BF7N5O2STi from OMol25. Energies are from wB97M-V/def2-TZVPD.

Geometry as ORCA input:
```
! wB97M-V def2-TZVPD RIJCOSX def2/J DEFGRID3
* xyz -2 3
Ti 0.478 -0.819 2.347
N 4.064 -3.299 2.929
C 3.235 -2.215 2.685
S 2.215 -1.689 3.994
N 3.332 -1.675 1.505
N 2.426 -0.649 1.357
C 2.743 0.293 0.559
C 1.971 1.513 0.394
C 2.329 2.375 -0.647
C 1.704 3.593 -0.836
C 0.696 3.967 0.054
C 0.337 3.149 1.102
C 0.954 1.897 1.312
O 0.586 1.163 2.324
H 3.608 -3.950 3.552
H 4.314 -3.747 2.057
H 3.681 0.199 0.008
H 3.120 2.061 -1.321
H 1.986 4.236 -1.661
H 0.182 4.913 -0.082
H -0.448 3.431 1.793
C -0.216 1.116 -3.352
N -0.858 -0.028 -2.699
N -1.116 0.303 -1.338
C -0.531 -0.701 -0.512
O -0.666 -0.644 0.770
C 0.132 -1.591 -1.330
C -0.021 -1.193 -2.652
C 0.265 -1.921 -3.910
C -2.272 1.025 -1.068
C -2.542 1.500 0.227
C -3.673 2.258 0.460
C -4.553 2.589 -0.567
C -4.284 2.123 -1.845
C -3.162 1.349 -2.100
H -0.892 1.973 -3.337
H -0.014 0.850 -4.390
H 0.718 1.390 -2.850
H 0.652 -2.464 -0.964
H 0.802 -2.843 -3.681
H 0.882 -1.354 -4.620
H -0.660 -2.191 -4.443
H -1.868 1.262 1.034
H -3.862 2.601 1.471
H -5.431 3.193 -0.371
H -4.958 2.356 -2.662
H -2.966 0.968 -3.093
F 1.374 -4.894 2.634
B 0.690 -4.378 1.531
F 0.450 -2.954 1.740
F 1.472 -4.501 0.374
F -0.536 -5.008 1.368
F -1.495 -0.033 4.578
C -1.131 -1.197 3.895
F -2.333 -1.615 3.363
F -0.910 -2.089 4.914
*
```

As for the largest force on an atom: 0.2 eV Å⁻¹. As for the energy above the lowest of the compared OMol25 structures with the same formula, charge and spin: 6.21 kcal per mole. The value obtained for the molar mass is 585.14 g/mol.

Here are the Mulliken charges for atoms 1 to 6, given in e: atom 1 (Ti): 0.162, atom 2 (N): -0.610, atom 3 (C): 0.379, atom 4 (S): -0.586, atom 5 (N): -1.324, atom 6 (N): 1.346

=====

The lowest molar mass belongs to which entry? C2H3N3